This record from the Open Molecules 2025 dataset describes a structure of composition C32H23BF4NO7PSSn. The level of theory is ωB97M-V with the def2-TZVPD basis set.

Values from the calculation:
* HOMO energy: -1.85 eV
* total charge: -2

Geometry as XYZ:
```
71
Properties=species:S:1:pos:R:3:mulliken_charge:R:1
Sn -2.2958 0.4047 1.3375 0.910
O -2.0483 -0.4244 3.5516 -0.717
S -2.3242 -1.8842 3.5141 1.329
O -2.9653 -2.3842 4.7014 -0.760
O -2.9474 -2.2335 2.2418 -0.620
C -0.6986 -2.6303 3.4651 0.120
C -0.3044 -3.3916 4.5576 -0.415
C 0.9330 -4.0143 4.5625 -0.605
C 1.7763 -3.8817 3.4692 -0.781
C 1.3811 -3.1186 2.3831 -0.102
C 0.1445 -2.4758 2.3638 -0.094
P -0.3022 -1.4998 0.8650 1.622
C -0.5243 -2.8250 -0.3645 0.576
C 0.5410 -3.4096 -1.0489 0.021
C 0.3081 -4.4421 -1.9426 -0.774
C -0.9879 -4.8921 -2.1641 -0.537
C -2.0483 -4.3101 -1.4895 -0.645
C -1.8200 -3.2816 -0.5867 -0.479
C 1.2321 -0.6492 0.4093 1.429
C 2.0508 -0.0838 1.3857 -1.172
C 3.0839 0.7654 1.0208 -1.156
C 3.3109 1.0619 -0.3175 -0.788
C 2.5017 0.5021 -1.2947 -1.668
C 1.4589 -0.3396 -0.9324 -1.028
H -0.9902 -3.4892 5.3875 0.548
H 1.2363 -4.6065 5.4171 0.377
H 2.7425 -4.3707 3.4591 0.408
H 2.0460 -3.0106 1.5353 0.304
H 1.5515 -3.0519 -0.8961 0.284
H 1.1391 -4.8839 -2.4790 0.398
H -1.1694 -5.6836 -2.8815 0.363
H -3.0664 -4.6196 -1.6836 0.392
H -2.6557 -2.8201 -0.0815 0.392
H 1.8480 -0.2612 2.4347 0.372
H 3.6843 1.2346 1.7897 0.364
H 4.0835 1.7655 -0.6010 0.545
H 2.6423 0.7704 -2.3338 1.032
H 0.7983 -0.7256 -1.6998 1.119
F -2.9008 -0.4531 -1.0776 -0.098
B -3.6633 -1.0459 -2.1613 0.112
F -2.7600 -1.4788 -3.1330 -0.411
F -4.5192 -0.0675 -2.6717 -0.371
F -4.3916 -2.1240 -1.6425 -0.364
O 0.4851 3.1138 2.6636 -0.740
C 0.1589 2.4925 1.6749 -0.560
O -0.5074 1.3588 1.7055 -0.126
C 0.5044 2.9005 0.2357 3.445
C 1.6052 3.9180 0.1708 -1.659
C 2.6046 3.9729 -0.7268 -0.155
C 2.8366 3.2774 -1.9750 -0.273
C 1.8067 2.7720 -2.8748 -1.192
C 0.7640 2.0294 -2.5903 0.199
N 4.0745 3.4299 -2.5484 1.097
O 4.2752 2.9732 -3.7049 -0.799
O 5.0086 4.0047 -1.9297 -0.801
H 1.6609 4.5874 1.0221 0.336
H 3.3984 4.6808 -0.5140 0.328
H 1.9079 3.0911 -3.9116 0.356
H -0.6898 0.5155 -2.3590 0.479
C -0.4001 1.5543 -2.2260 -0.792
C -1.3251 2.4691 -1.5026 1.619
C -0.8433 3.2181 -0.4170 0.008
C -1.6837 4.1589 0.1747 -0.109
C -2.9891 4.3280 -0.2611 -0.841
C -3.4848 3.5321 -1.2877 -0.862
C -2.6548 2.6076 -1.9011 -0.454
H 0.8672 1.9846 -0.2252 -1.579
H -1.3113 4.7328 1.0167 0.417
H -3.6289 5.0591 0.2197 0.370
H -4.5157 3.6263 -1.6067 0.399
H -3.0349 1.9705 -2.6905 0.456
```